1.
Density functional theory data (the ωB97M-V functional and the def2-TZVPD basis) for C38H42BrN8O9STi as an isolated structure in a non-equilibrium geometry.

Properties
Max |F|: 2.8 eV/Å
ΔE to the lowest compared entry with this formula, charge and spin: 1.6580 eV
Multiplicity: 2
Total charge: -2
HOMO (alpha / beta): -0.08 / -2.73 eV

Structure (XYZ):
```
100
Properties=species:S:1:pos:R:3:forces:R:3
Ti 0.632 0.646 -0.041 -0.8 1.2 -2.4
H 6.118 0.895 2.506 0.0 0.0 0.0
N -0.164 2.041 -0.703 0.9 -0.4 0.2
H 8.078 -0.242 -1.127 0.0 0.0 0.0
Br -4.626 1.520 -2.894 0.1 0.0 0.1
C 1.456 3.473 -1.903 0.0 -0.1 0.1
H -1.947 0.333 2.875 0.0 0.1 0.1
C 7.158 -0.054 -0.593 -0.1 0.0 0.0
H 2.163 0.161 -6.536 0.0 0.0 0.0
C 4.825 0.413 0.849 0.1 -0.1 0.1
C -3.097 -0.690 1.698 0.0 0.1 0.3
C -3.144 -6.494 -0.323 0.1 0.1 0.1
C 6.047 0.585 1.474 -0.1 0.0 -0.1
H 4.968 4.889 2.930 0.0 -0.1 0.0
H -1.141 1.345 -5.232 0.0 0.0 0.0
H -1.600 -5.341 0.662 -0.1 0.0 0.0
O -0.505 -0.944 -0.154 -0.8 -0.9 -0.6
C -0.480 0.719 -5.827 0.1 -0.1 0.0
O 8.515 0.916 2.597 0.0 -0.2 -0.7
H 1.554 4.398 -2.486 0.0 0.0 0.1
H -5.663 -0.950 5.129 0.0 0.0 0.0
S -3.581 0.647 0.822 -0.2 -0.2 0.3
C -5.310 -5.459 -0.382 0.0 0.1 0.0
C 0.051 3.347 -1.290 -0.1 -0.1 0.1
H -6.355 -5.477 -0.668 0.0 0.0 0.0
H 0.038 5.431 -0.619 0.0 -0.1 0.0
C -0.988 3.595 -2.388 -0.1 0.0 0.0
C -2.055 -1.589 -1.886 0.0 0.2 0.1
N 8.471 0.539 1.361 0.6 0.1 0.3
H 1.355 -1.358 -6.079 0.0 0.0 0.0
H 3.506 3.470 1.499 0.0 0.0 0.0
H -1.032 -0.175 -6.140 0.0 0.0 0.0
C -2.641 -5.400 0.368 0.2 -0.1 -0.1
O -1.913 -3.377 2.171 0.4 -0.2 0.2
H -0.896 4.609 -2.800 0.0 -0.1 0.0
H -4.030 -1.890 0.415 -0.1 0.0 0.0
H -5.459 -3.529 0.533 0.0 0.0 0.0
C 2.899 3.649 5.301 0.0 0.0 0.0
H -2.245 0.496 -1.396 0.1 0.0 -0.2
C 7.242 0.359 0.757 -0.1 0.0 -0.1
C -4.800 -4.355 0.291 -0.3 0.0 -0.1
O 2.352 -0.160 -0.448 0.9 0.3 -0.7
H -1.996 3.468 -1.982 0.1 0.0 0.0
N 0.702 0.380 -5.054 0.2 0.0 0.1
C 3.941 4.381 4.742 -0.1 0.0 0.1
N -2.423 -0.552 2.844 0.0 -0.3 -0.1
C 5.925 -0.192 -1.198 0.1 0.1 0.1
C 2.080 2.866 4.503 -0.1 -0.1 0.1
H -3.629 -2.371 5.449 0.0 0.0 0.0
H -4.883 -7.389 -1.213 0.0 0.0 0.0
H 2.211 3.474 -1.113 0.0 0.0 0.0
N 0.540 0.163 -2.585 -0.2 -0.3 -0.1
C 0.583 0.240 -3.732 0.0 0.1 -0.1
H -4.204 -2.496 3.795 0.0 0.0 0.1
C -3.758 -1.809 4.521 -0.1 0.1 -0.1
H 4.589 4.977 5.374 0.0 0.0 0.0
H 1.272 2.285 4.922 0.0 0.0 0.0
C -3.796 -0.192 -2.734 0.0 0.1 -0.1
H 2.536 -0.601 -4.977 0.0 0.0 0.0
C -0.805 -1.843 -1.046 0.1 0.2 0.5
H -2.078 -3.604 -2.549 0.0 0.0 0.1
C -2.665 -0.333 -1.952 0.2 -0.1 -0.1
C -4.694 -0.621 4.745 0.0 -0.1 0.0
C 4.155 4.329 3.375 0.0 0.0 -0.1
H 1.664 2.620 -2.551 0.0 0.0 0.0
C 3.428 -0.013 -1.218 -0.4 -0.2 0.6
N 0.527 1.383 2.701 -0.3 0.2 0.8
H -0.175 1.273 -6.717 0.0 0.0 0.0
H 5.856 -0.486 -2.239 0.0 0.0 0.0
H -1.113 4.357 0.228 0.1 0.0 0.0
H -4.865 -0.077 3.813 0.0 0.0 0.1
O 3.396 0.072 -2.439 -0.1 -0.1 -0.1
C -3.749 -2.494 -3.355 0.1 0.0 0.1
C 1.748 -0.407 -5.703 -0.1 0.1 0.1
H -4.263 0.081 5.468 0.0 0.0 -0.1
C -3.468 -4.326 0.670 0.1 0.2 0.1
H -2.486 -7.316 -0.580 0.0 0.0 0.0
H -0.851 2.870 -3.197 0.0 0.0 0.0
H 0.623 4.257 0.586 0.0 0.0 0.0
H -4.169 -3.337 -3.892 0.0 0.0 0.0
H -1.764 -2.273 3.863 0.1 0.0 0.0
H -5.254 -1.100 -4.022 0.0 0.0 0.0
O -0.070 0.688 1.815 -0.1 -0.4 0.8
O -0.225 -2.902 -1.208 0.0 0.0 0.1
C -2.594 -2.654 -2.595 -0.1 0.0 -0.1
H 2.730 3.678 6.371 0.0 0.0 0.0
C -0.111 4.424 -0.207 -0.1 0.0 0.1
O 9.546 0.328 0.677 -0.5 0.1 0.4
O 1.888 1.916 1.012 0.3 0.0 0.4
H 3.909 0.576 1.400 0.0 0.0 0.0
C 3.342 3.548 2.564 0.2 0.1 -0.1
C -2.372 -1.394 4.035 -0.1 0.1 0.0
H -1.893 -0.785 4.803 0.0 0.1 0.0
N 1.523 2.002 2.248 0.6 0.7 0.5
C -4.360 -1.251 -3.431 0.0 0.0 0.0
N -3.472 -1.965 1.253 -0.1 0.2 0.0
C 4.733 0.045 -0.499 0.1 0.0 0.1
C 2.316 2.826 3.136 -0.2 -0.2 -0.2
C -4.483 -6.527 -0.690 0.0 0.0 0.0
C -2.851 -3.187 1.445 -0.3 0.0 -0.3
```
Positions in Å, forces in eV/Å.



2.
Density functional theory data (the ωB97M-V functional and the def2-TZVPD basis) for C38H42FIrN2O5P2S as an isolated structure in a non-equilibrium geometry.

Properties
Max |F|: 1.1 eV/Å
ΔE to the lowest compared entry with this formula, charge and spin: 0.7305 eV
Multiplicity: 5
Total charge: +2
HOMO (alpha / beta): -12.18 / -13.52 eV

Structure (XYZ):
```
92
Properties=species:S:1:pos:R:3:forces:R:3
C -3.202 -2.272 0.516 0.2 0.1 -0.1
C 0.898 2.789 1.671 0.0 0.0 0.1
H 5.711 -0.493 1.064 0.0 0.0 0.1
C -4.528 -2.960 -1.374 0.0 0.0 0.0
C 0.041 -6.147 1.907 0.0 0.0 0.0
C -5.531 -2.778 0.806 -0.1 0.0 0.1
H 3.740 -3.778 -0.777 0.1 0.0 0.1
H 4.139 -2.357 1.364 0.0 0.0 0.0
H -6.590 -3.373 -0.960 0.0 0.0 0.0
C -3.953 2.507 0.902 0.1 -0.1 -0.1
H 1.394 -5.786 0.283 0.0 0.0 0.0
C -0.976 -5.624 2.695 -0.1 0.0 0.1
C -4.882 3.531 0.837 -0.1 0.0 0.0
C 1.907 3.479 2.322 0.1 0.0 -0.1
C -3.312 -2.559 -0.845 0.0 0.1 0.1
H 1.049 2.793 5.525 0.0 0.0 0.0
C -0.085 2.124 2.406 -0.1 0.0 0.0
C 5.354 0.333 1.689 0.0 0.2 -0.1
C -4.316 -2.379 1.343 0.0 0.0 0.0
H -0.768 1.604 4.381 0.0 0.0 0.0
H -2.238 -3.945 3.089 0.0 0.0 0.0
H -2.441 -2.463 -1.485 0.0 0.0 0.0
O 4.331 -0.201 -6.504 0.1 0.3 0.0
N 0.833 0.880 -4.777 0.7 0.6 -0.1
H 6.539 1.726 0.527 0.0 0.0 0.0
H 0.852 2.782 0.587 0.0 0.0 0.0
S 2.964 -0.397 0.614 0.5 -0.2 0.3
F 3.920 2.366 -5.520 0.4 0.4 -0.1
H -4.250 1.501 0.631 0.0 0.0 0.0
O 0.742 0.426 -2.106 0.3 0.2 -0.3
H 2.734 4.045 4.222 0.0 0.0 0.0
H -0.679 -0.978 3.138 0.0 0.0 0.0
H 0.577 -3.483 -0.116 0.0 0.0 0.0
H 4.818 1.770 0.139 0.0 0.0 0.0
C -1.701 -1.087 2.764 -0.1 -0.2 -0.1
C 1.034 -0.484 -5.185 -0.1 -0.7 -0.1
H -2.545 0.750 3.568 -0.1 0.0 0.0
O 1.502 -0.368 1.060 -0.6 0.1 0.1
P -1.535 -1.908 1.126 -0.1 0.5 0.5
C 3.308 0.130 -5.990 -0.4 -0.5 0.0
H -3.365 0.131 2.144 0.0 0.1 0.0
H -0.602 2.243 -4.107 0.1 0.0 -0.1
H 2.457 -2.661 0.894 0.0 0.1 0.1
H -2.251 -1.711 3.469 0.0 0.0 0.0
H 2.354 -1.680 -6.156 0.0 0.0 0.0
H 0.381 -7.161 2.067 0.0 0.0 0.0
C -0.859 -3.556 1.476 0.1 0.2 -0.2
C 0.606 -5.377 0.902 0.0 0.0 0.0
N 2.224 -0.733 -5.816 0.1 0.1 0.0
C 3.390 -2.183 0.593 0.1 0.2 -0.3
C -0.410 1.172 -4.095 -0.5 -0.2 0.4
H -4.607 -3.194 -2.427 0.0 0.0 0.0
H 2.011 -2.128 -1.793 0.0 0.0 0.0
Ir -0.410 -0.177 -0.117 -0.2 -0.3 0.2
H 3.420 0.989 2.469 -0.1 0.1 0.0
C -4.508 4.834 1.139 0.1 0.0 0.0
C 5.538 1.660 0.952 0.0 -0.1 0.1
H 1.609 2.775 -4.475 0.0 0.0 0.0
H -1.425 -6.220 3.478 0.0 0.0 0.0
H 5.412 2.497 1.640 0.0 0.0 0.0
H -2.899 6.123 1.724 0.0 0.0 0.0
C -0.361 0.688 -2.640 -0.1 -0.1 0.3
C -2.261 4.088 1.569 0.0 -0.1 0.0
C -5.637 -3.068 -0.546 0.0 0.0 0.0
H 3.790 -0.709 2.834 -0.1 0.0 0.0
C 3.859 -2.694 -0.775 -0.1 0.1 -0.1
C 1.802 1.784 -4.867 -1.0 -0.1 0.3
H -5.902 3.312 0.551 0.0 0.0 0.0
C -3.196 5.109 1.495 0.0 0.1 0.0
C -2.641 2.774 1.296 0.1 0.0 -0.3
O -1.451 0.589 -2.041 -0.1 0.2 -0.2
C 3.009 1.472 -5.448 0.3 -0.3 -0.2
H -6.395 -2.875 1.450 0.0 0.0 0.0
C 1.959 3.488 3.711 0.0 0.0 0.0
H -4.249 -2.159 2.403 0.0 0.0 0.0
H 2.656 4.011 1.748 0.0 0.0 0.0
H 5.974 0.331 2.585 0.0 -0.1 0.0
H -1.244 4.318 1.856 0.0 0.0 0.0
O 0.195 -1.305 -4.971 0.0 0.3 0.0
H 3.384 -1.077 -2.154 -0.1 0.1 0.0
C 3.902 0.085 2.097 0.0 -0.1 -0.3
H -1.228 0.642 -4.577 0.1 0.1 -0.1
C -1.431 -4.333 2.481 0.1 0.0 -0.1
C 1.007 2.795 4.444 0.0 0.0 0.0
C -2.384 0.266 2.603 0.2 0.2 0.0
H 3.299 -2.687 -2.866 0.0 0.0 0.0
C 3.092 -2.110 -1.965 0.0 -0.1 0.1
H -5.237 5.631 1.089 0.0 0.0 0.0
C 0.155 -4.083 0.684 0.0 0.0 0.0
P -1.465 1.401 1.478 0.3 -0.9 0.0
C -0.018 2.120 3.795 0.0 0.0 -0.1
H 4.926 -2.500 -0.895 0.0 0.0 0.0
```
Positions in Å, forces in eV/Å.



3.
Density functional theory data (the ωB97M-V functional and the def2-TZVPD basis) for C38H42N4O2OsPSe2 as an isolated structure.

Properties
Max |F|: 0.3 eV/Å
ΔE to the lowest compared entry with this formula, charge and spin: 0.2052 eV
Multiplicity: 5
Total charge: +1
HOMO (alpha / beta): -9.48 / -10.49 eV

Structure (XYZ):
```
90
Properties=species:S:1:pos:R:3:forces:R:3
H -4.067 -0.420 0.377 -0.1 0.1 0.0
O 2.862 -2.199 -1.364 0.1 0.0 -0.3
N -3.651 -1.265 5.962 0.0 0.0 0.0
H -0.162 -3.864 -3.115 0.0 0.0 0.0
H 2.136 -4.059 -1.942 0.0 0.0 0.0
C 1.545 -2.575 -3.374 -0.1 0.0 0.0
C 4.208 -0.687 2.163 0.0 0.0 0.0
N -4.384 -1.125 -1.582 0.0 0.0 0.0
C -1.673 0.494 1.927 -0.1 -0.1 0.0
C 3.321 2.808 0.025 0.1 0.0 0.0
C -3.948 1.800 -1.381 0.0 0.0 0.1
H 3.468 -3.408 -2.916 0.0 0.0 0.0
H 2.094 0.880 3.099 -0.1 0.0 0.0
H -4.394 -3.001 -0.648 0.0 0.0 0.0
C -5.123 -2.279 -1.009 0.0 -0.1 0.0
N 1.698 1.254 2.251 0.0 0.0 0.1
C -2.355 -0.917 3.751 0.0 0.0 0.0
H 3.444 -2.616 -0.719 0.0 0.0 0.0
H -2.936 -2.329 -2.511 0.0 0.0 0.0
C -3.589 3.034 -1.891 0.0 0.0 0.0
H 2.852 -0.941 -3.962 0.0 0.0 0.1
C 4.237 0.763 -0.855 0.0 0.0 0.0
C -3.487 -0.485 -0.545 0.1 0.1 0.0
H 4.228 -0.316 -0.924 0.0 0.0 0.0
C -1.614 1.126 -1.144 0.2 0.0 -0.1
C 2.552 -3.141 -2.373 0.0 0.0 -0.1
Se -0.480 -2.463 -1.137 0.2 -0.2 0.1
C 0.269 2.647 3.626 0.0 0.0 0.0
C 3.304 1.419 -0.051 0.0 0.0 0.0
H 4.269 4.612 -0.633 0.0 0.0 0.0
H -1.717 1.467 1.457 0.0 0.0 0.0
C 5.172 1.490 -1.575 0.0 0.0 0.0
H 5.911 3.444 -2.064 0.0 0.0 0.0
H -4.300 -1.841 -3.567 0.0 0.0 0.0
C 4.439 -3.037 2.622 0.0 0.0 0.0
H 1.635 -2.432 0.818 0.0 0.0 0.1
C 3.010 -0.938 1.495 -0.2 -0.1 0.0
Se 1.275 0.352 -2.564 -0.1 0.1 -0.1
C -2.985 0.849 -1.031 -0.1 -0.1 0.0
H -1.767 5.100 2.495 0.0 0.0 0.0
C 5.181 2.877 -1.501 0.0 0.0 0.0
H 2.600 3.324 0.642 0.0 0.0 0.0
C 1.796 -3.378 -4.674 0.0 0.0 -0.1
Os 0.054 -0.094 -0.500 -0.3 0.1 -0.1
C 3.254 -3.292 1.946 0.0 0.0 0.0
C 0.079 -2.806 -2.984 0.1 0.0 0.1
N 0.409 2.867 1.242 -0.1 -0.1 0.0
H 4.595 0.324 2.228 0.0 0.0 0.0
C 2.538 -2.242 1.385 0.0 0.0 0.2
C -0.974 -1.783 1.982 0.0 0.0 -0.1
H -0.562 -2.230 -3.652 0.0 0.0 0.0
H -2.668 -1.184 -0.398 -0.1 0.0 0.1
H -1.060 3.985 4.627 0.0 0.0 0.0
C -0.649 3.672 3.676 0.0 0.0 0.0
H -5.054 -0.415 -1.878 0.0 0.0 0.0
H -0.246 2.678 -1.755 0.0 0.0 0.0
C 4.916 -1.736 2.729 0.0 0.0 0.0
P 2.036 0.429 0.807 0.2 0.1 -0.1
H 4.998 -3.853 3.061 0.0 0.0 0.0
C -3.608 -1.522 -2.791 0.0 0.0 -0.1
H -5.006 1.599 -1.218 0.0 0.0 0.0
H 1.772 -4.449 -4.444 0.0 0.0 0.0
H 0.585 2.127 4.520 0.0 0.0 0.0
H 5.845 -1.539 3.247 0.0 0.0 0.0
H -2.891 1.153 3.564 0.0 0.0 0.0
H 1.234 -0.899 -4.651 0.0 0.0 0.0
H -5.738 -1.935 -0.182 0.0 0.0 0.0
H -0.465 -2.640 1.564 0.1 0.0 0.0
C -0.955 -0.550 1.316 0.0 0.1 0.0
H -3.028 -0.664 -3.124 0.0 0.0 0.0
O 0.894 -3.060 -5.717 0.0 0.0 0.0
H -5.745 -2.731 -1.778 0.0 0.0 0.0
H -1.656 -2.943 3.653 0.0 0.0 0.0
C -1.051 4.291 2.493 0.0 0.0 0.0
C 1.798 -1.117 -3.742 0.1 -0.1 0.0
H -1.928 4.282 -2.434 0.0 0.0 0.0
H 0.107 -3.606 -5.641 0.0 0.0 0.0
C -1.660 -1.974 3.171 0.0 0.0 0.0
C 0.771 2.278 2.374 0.1 0.0 0.0
C 4.259 3.532 -0.700 0.0 0.0 0.0
C -2.355 0.323 3.120 0.0 0.0 0.0
H -4.347 3.759 -2.156 0.0 0.0 0.0
C -1.287 2.393 -1.656 0.0 0.0 0.0
H 2.794 -3.142 -5.048 0.0 0.0 0.0
H 5.897 0.973 -2.190 0.0 0.0 0.0
C -2.240 3.324 -2.036 0.0 0.0 0.0
C -0.493 3.851 1.311 0.0 0.0 0.0
H -0.771 4.298 0.364 0.0 0.0 0.0
H 2.886 -4.306 1.855 0.0 0.0 0.0
C -3.072 -1.108 4.982 0.0 0.0 0.0
```
Positions in Å, forces in eV/Å.